<A>
Formula: C2H12O3S2
Source: OMol25
Level of theory: the ωB97M-V functional and the def2-TZVPD basis

Structure (XYZ):
```
19
Properties=species:S:1:pos:R:3
C 0.84807 1.21708 -1.40943
S 1.58058 1.40739 0.22267
S 1.77993 -0.42792 1.27577
C 0.25477 -0.11675 2.41518
H 0.10691 2.01438 -1.39671
H 1.58620 1.20297 -2.21577
H 0.24629 0.32390 -1.56785
H 0.12339 0.94552 2.24601
H -0.60546 -0.67565 2.03494
H 0.49043 -0.35020 3.44573
H -3.31559 1.49189 -0.31660
H -3.04265 0.48676 0.80955
O -3.42838 1.34942 0.62717
H -2.66755 -1.48767 -0.50018
H -1.25057 -1.18843 -0.41920
O -2.04720 -0.83279 -0.83962
H 2.97868 -2.37340 -2.00498
H 3.03272 -1.42966 -0.75292
O 3.32944 -1.55682 -1.65376
```

## Properties
charge	0
LUMO level	0.1536	eV
gap between HOMO and LUMO	9.13	eV

Need the Löwdin charges? In units of e they are: number 1, C, carries -0.462; number 2, S, carries 0.463; number 3, S, carries 0.412; number 4, C, carries -0.394; number 5, H, carries 0.025; number 6, H, carries 0.035; number 7, H, carries 0.018; number 8, H, carries -0.020; number 9, H, carries 0.009; number 10, H, carries 0.021; number 11, H, carries 0.026; number 12, H, carries -0.001; number 13, O, carries -0.067; number 14, H, carries 0.051; number 15, H, carries 0.033; number 16, O, carries -0.056; number 17, H, carries 0.030; number 18, H, carries -0.057; number 19, O, carries -0.065

---

<B>
Formula: C2H12O3S2
Source: OMol25
Level of theory: the ωB97M-V functional and the def2-TZVPD basis

Structure (XYZ):
```
19
Properties=species:S:1:pos:R:3
C -1.00536 -1.32376 0.02528
S 0.69462 -1.19275 -0.56823
S 1.10094 0.71560 -0.90431
C 0.43570 1.33770 -2.46265
H -1.07385 -0.96003 1.05161
H -1.70272 -0.71164 -0.55089
H -1.35258 -2.34434 -0.12735
H -0.46847 1.93219 -2.33504
H 1.10140 2.11747 -2.85574
H 0.40531 0.57415 -3.20018
H -2.47435 1.36817 -0.71739
H -3.66294 0.62434 -1.36647
O -2.88356 1.14383 -1.55868
H -1.28779 1.01194 3.42603
H -0.30337 0.01459 3.92325
O -1.01444 0.10288 3.33539
H 1.78632 -0.99571 1.95680
H 1.46103 0.38332 2.62555
O 1.80877 -0.49546 2.77494
```

## Properties
charge	0
LUMO level	0.4092	eV
gap between HOMO and LUMO	9.13	eV

Need the Löwdin charges? In units of e they are: number 1, C, carries -0.441; number 2, S, carries 0.415; number 3, S, carries 0.404; number 4, C, carries -0.454; number 5, H, carries 0.011; number 6, H, carries 0.003; number 7, H, carries 0.036; number 8, H, carries 0.015; number 9, H, carries 0.034; number 10, H, carries 0.024; number 11, H, carries 0.032; number 12, H, carries 0.037; number 13, O, carries -0.060; number 14, H, carries 0.039; number 15, H, carries -0.004; number 16, O, carries -0.029; number 17, H, carries -0.014; number 18, H, carries 0.020; number 19, O, carries -0.068

---

Relative to the most stable structure, the computed energies are <A> 6.7; <B> 0.0, all in kcal/mol.

---

<A>
Formula: C5H14S
Source: OMol25
Level of theory: the ωB97M-V functional and the def2-TZVPD basis

Structure (XYZ):
```
20
Properties=species:S:1:pos:R:3
C -1.89763 0.62586 0.56174
C -0.74003 1.35492 -0.07565
C -1.15563 -0.79748 2.99854
S -2.18362 0.59636 2.34937
H -2.84612 0.81207 0.14006
H -1.95788 -0.30873 0.14495
H -0.89012 1.62720 -1.20278
H 0.28319 0.70944 0.24797
H -0.18709 -1.20561 2.60477
H -0.92674 -0.56316 3.96663
H -1.90266 -1.58621 2.96379
H -0.57527 2.29441 0.46610
C 2.33128 0.14511 -2.01376
C 1.43117 -1.03332 -1.88383
H 1.90438 1.04445 -2.32050
H 2.72849 0.34166 -1.01510
H 3.19618 -0.11173 -2.56604
H 1.92717 -1.73035 -1.19434
H 1.09343 -1.62108 -2.72361
H 0.36751 -0.59380 -1.44830
```

## Properties
charge	0
LUMO level	0.9519	eV
gap between HOMO and LUMO	9.54	eV

Need the Löwdin charges? In units of e they are: number 1, C, carries -0.628; number 2, C, carries -0.182; number 3, C, carries -0.392; number 4, S, carries 0.805; number 5, H, carries 0.045; number 6, H, carries 0.033; number 7, H, carries 0.108; number 8, H, carries 0.123; number 9, H, carries 0.065; number 10, H, carries -0.026; number 11, H, carries 0.013; number 12, H, carries 0.047; number 13, C, carries -0.191; number 14, C, carries -0.185; number 15, H, carries 0.042; number 16, H, carries 0.070; number 17, H, carries 0.052; number 18, H, carries 0.065; number 19, H, carries 0.047; number 20, H, carries 0.089

---

<B>
Formula: C5H14S
Source: OMol25
Level of theory: the ωB97M-V functional and the def2-TZVPD basis

Structure (XYZ):
```
20
Properties=species:S:1:pos:R:3
C -2.10911 -0.80282 -0.27955
C -2.33725 0.11728 -1.48790
C -1.78845 -2.23560 -0.66909
H -3.01427 -0.77754 0.33068
H -1.37022 -0.41014 0.42173
H -1.88743 -0.31744 -2.38145
H -3.39666 0.24442 -1.68936
H -1.48130 -2.85114 0.17553
H -1.87985 1.09157 -1.35779
H -1.02498 -2.25936 -1.44010
H -2.65401 -2.74816 -1.10108
C 3.48010 0.27953 0.58702
C 1.60256 2.11168 1.52743
S 2.24183 0.47167 1.90402
H 4.23473 -0.39432 0.97638
H 3.04416 -0.16914 -0.30119
H 3.94715 1.23896 0.38339
H 0.81065 2.08108 0.77305
H 2.39589 2.77585 1.19571
H 1.18647 2.55361 2.43257
```

## Properties
charge	0
LUMO level	0.9485	eV
gap between HOMO and LUMO	9.46	eV

Need the Löwdin charges? In units of e they are: number 1, C, carries -0.319; number 2, C, carries -0.116; number 3, C, carries -0.131; number 4, H, carries 0.093; number 5, H, carries 0.087; number 6, H, carries 0.063; number 7, H, carries 0.065; number 8, H, carries 0.066; number 9, H, carries 0.058; number 10, H, carries 0.063; number 11, H, carries 0.072; number 12, C, carries -0.423; number 13, C, carries -0.448; number 14, S, carries 0.714; number 15, H, carries 0.020; number 16, H, carries 0.027; number 17, H, carries 0.029; number 18, H, carries 0.025; number 19, H, carries 0.028; number 20, H, carries 0.027

---

<C>
Formula: C5H14S
Source: OMol25
Level of theory: the ωB97M-V functional and the def2-TZVPD basis

Structure (XYZ):
```
20
Properties=species:S:1:pos:R:3
C 0.37932 0.42781 -0.71484
C 0.04964 1.88877 -0.77747
C -2.18067 -0.24217 -1.59435
S -0.44506 -0.55207 -2.05190
H 1.41996 0.14002 -0.81567
H 0.15497 -0.02115 0.26064
H 0.02386 2.31419 -1.77608
H 0.84835 2.42896 -0.24280
H -2.81851 -0.94486 -2.13116
H -2.25222 -0.36165 -0.52166
H -2.65988 0.72044 -1.80108
H -0.83591 2.20059 -0.22557
C 0.88822 -1.15605 3.41529
C 1.73127 0.07668 3.16323
H 1.56191 -1.98972 3.15464
H 0.34071 -1.36213 4.31618
H 0.30398 -1.27534 2.49012
H 1.37890 1.03111 3.57054
H 1.89096 0.38923 2.12078
H 2.75630 -0.11363 3.47468
```

## Properties
charge	0
LUMO level	0.9235	eV
gap between HOMO and LUMO	9.44	eV

Need the Löwdin charges? In units of e they are: number 1, C, carries -0.562; number 2, C, carries -0.180; number 3, C, carries -0.433; number 4, S, carries 0.765; number 5, H, carries 0.057; number 6, H, carries 0.052; number 7, H, carries 0.069; number 8, H, carries 0.072; number 9, H, carries 0.024; number 10, H, carries 0.025; number 11, H, carries 0.036; number 12, H, carries 0.070; number 13, C, carries -0.160; number 14, C, carries -0.185; number 15, H, carries 0.068; number 16, H, carries 0.060; number 17, H, carries 0.049; number 18, H, carries 0.064; number 19, H, carries 0.051; number 20, H, carries 0.057

---

Relative to the most stable structure, the computed energies are <A> 42.3; <B> 0.0; <C> 12.7, all in kcal/mol.

---

<A>
Formula: C5H14S
Source: OMol25
Level of theory: the ωB97M-V functional and the def2-TZVPD basis

Structure (XYZ):
```
20
Properties=species:S:1:pos:R:3
C -2.12396 1.40331 -0.06035
S -1.55780 -0.24034 -0.54758
C -1.53704 -0.95107 1.11460
H -1.42083 1.87846 0.62142
H -3.09460 1.26411 0.41807
H -2.24588 1.99534 -0.95992
H -1.07887 -1.93532 1.05294
H -0.98116 -0.32520 1.80012
H -2.57051 -1.04264 1.46274
C 2.37187 -0.36148 -1.25094
C 2.18632 -0.50631 0.24672
C 2.12918 0.83685 0.93886
H 1.58512 0.27523 -1.66370
H 2.35972 -1.29357 -1.80552
H 3.31583 0.14091 -1.46697
H 3.01180 -1.08484 0.66771
H 1.27345 -1.06238 0.47555
H 2.07444 0.69365 2.01694
H 3.01031 1.43391 0.71543
H 1.23018 1.37265 0.64245
```

## Properties
charge	0
LUMO level	0.9787	eV
gap between HOMO and LUMO	9.52	eV

Need the Löwdin charges? In units of e they are: number 1, C, carries -0.428; number 2, S, carries 0.720; number 3, C, carries -0.433; number 4, H, carries 0.028; number 5, H, carries 0.031; number 6, H, carries 0.027; number 7, H, carries 0.028; number 8, H, carries 0.028; number 9, H, carries 0.034; number 10, C, carries -0.131; number 11, C, carries -0.337; number 12, C, carries -0.127; number 13, H, carries 0.059; number 14, H, carries 0.066; number 15, H, carries 0.070; number 16, H, carries 0.100; number 17, H, carries 0.069; number 18, H, carries 0.068; number 19, H, carries 0.072; number 20, H, carries 0.057

---

<B>
Formula: C5H14S
Source: OMol25
Level of theory: the ωB97M-V functional and the def2-TZVPD basis

Structure (XYZ):
```
20
Properties=species:S:1:pos:R:3
C 1.17489 0.60211 1.02127
C 1.07136 1.92467 0.27412
C 2.15338 0.52156 2.19247
H 1.40313 -0.15141 0.26606
H 0.15955 0.23157 1.23008
H 1.65175 1.95016 -0.65950
H 0.08218 2.17099 -0.11777
H 1.68017 0.75952 3.14472
H 2.91384 1.29258 2.04744
H 1.41921 2.77149 0.86508
H 2.60409 -0.46479 2.23578
C -2.15566 -0.59661 -2.56463
C -1.46505 -2.00202 -0.19609
S -1.68699 -2.27725 -1.97026
H -1.20772 -0.20181 -2.90990
H -2.78993 -0.71079 -3.44594
H -2.70352 0.05274 -1.89044
H -0.55793 -2.50252 0.13724
H -2.36476 -2.41147 0.24891
H -1.38199 -0.95872 0.09137
```

## Properties
charge	0
LUMO level	0.9567	eV
gap between HOMO and LUMO	9.37	eV

Need the Löwdin charges? In units of e they are: number 1, C, carries -0.329; number 2, C, carries -0.127; number 3, C, carries -0.107; number 4, H, carries 0.090; number 5, H, carries 0.079; number 6, H, carries 0.070; number 7, H, carries 0.061; number 8, H, carries 0.068; number 9, H, carries 0.068; number 10, H, carries 0.065; number 11, H, carries 0.065; number 12, C, carries -0.411; number 13, C, carries -0.439; number 14, S, carries 0.718; number 15, H, carries 0.012; number 16, H, carries 0.022; number 17, H, carries 0.036; number 18, H, carries 0.027; number 19, H, carries 0.018; number 20, H, carries 0.014

---

Relative to the most stable structure, the computed energies are <A> 0.0; <B> 14.8, all in kcal/mol.

---

<A>
Formula: C3H3N3O2
Source: OMol25
Level of theory: the ωB97M-V functional and the def2-TZVPD basis

Structure (XYZ):
```
11
Properties=species:S:1:pos:R:3
C -1.77216 0.73881 0.65715
C 0.07055 -0.38339 0.35477
C 1.92408 -1.06142 -0.33566
H -2.60607 1.07623 1.37128
H 2.91995 -1.47468 -0.39695
H -0.39632 1.21942 -0.82222
N -0.95618 -0.18997 1.14501
N 1.04925 -1.29258 0.61354
N 0.22663 0.22593 -0.81639
O -2.00985 1.16276 -0.57323
O 1.55011 -0.02109 -1.19729
```

## Properties
charge	0
LUMO level	-0.3418	eV
gap between HOMO and LUMO	9.77	eV

Need the Löwdin charges? In units of e they are: number 1, C, carries -0.304; number 2, C, carries -0.457; number 3, C, carries -0.062; number 4, H, carries 0.133; number 5, H, carries 0.140; number 6, H, carries 0.211; number 7, N, carries 0.131; number 8, N, carries 0.184; number 9, N, carries 0.097; number 10, O, carries -0.094; number 11, O, carries 0.022

---

<B>
Formula: C3H3N3O2
Source: OMol25
Level of theory: the ωB97M-V functional and the def2-TZVPD basis

Structure (XYZ):
```
11
Properties=species:S:1:pos:R:3
C -0.70230 0.55921 0.05344
C -1.25606 -1.49178 -0.02188
C 1.73682 0.23000 -0.23189
H 0.05860 2.24632 0.84724
H -1.95923 -2.19301 -0.23039
H 1.58005 1.28082 -0.23304
N -0.96330 1.77702 0.05916
N 0.03936 -1.51131 0.44592
N 0.43880 -0.12985 0.11894
O -1.73239 -0.32179 -0.55439
O 2.75966 -0.44563 -0.25310
```

## Properties
charge	0
LUMO level	0.0015	eV
gap between HOMO and LUMO	10.06	eV

Need the Löwdin charges? In units of e they are: number 1, C, carries -0.510; number 2, C, carries -0.102; number 3, C, carries -0.242; number 4, H, carries 0.233; number 5, H, carries 0.101; number 6, H, carries 0.103; number 7, N, carries 0.168; number 8, N, carries 0.170; number 9, N, carries -0.049; number 10, O, carries 0.056; number 11, O, carries 0.073

---

<C>
Formula: C3H3N3O2
Source: OMol25
Level of theory: the ωB97M-V functional and the def2-TZVPD basis

Structure (XYZ):
```
11
Properties=species:S:1:pos:R:3
C 1.70337 0.47493 -0.25349
C -1.31005 -1.42469 0.00685
C -0.74882 0.79319 -0.01019
H 2.60819 -1.17745 0.69682
H 1.55556 1.64174 -0.57337
H -2.22919 -2.24527 -0.38860
N 2.75888 -0.11567 0.23679
N 0.32839 -0.03960 -0.14314
N 0.06320 -1.54350 -0.13386
O -1.73043 -0.11385 0.22067
O -1.00144 1.94032 0.04029
```

## Properties
charge	0
LUMO level	-0.0350	eV
gap between HOMO and LUMO	9.97	eV

Need the Löwdin charges? In units of e they are: number 1, C, carries -0.206; number 2, C, carries -0.104; number 3, C, carries -0.579; number 4, H, carries 0.128; number 5, H, carries 0.174; number 6, H, carries 0.217; number 7, N, carries 0.049; number 8, N, carries -0.041; number 9, N, carries 0.149; number 10, O, carries 0.054; number 11, O, carries 0.159

---

Relative to the most stable structure, the computed energies are <A> 0.0; <B> 33.1; <C> 10.7, all in kcal/mol.